Record 1
C32H62N2O12 | wB97M-V/def2-TZVPD

Each atom is followed by the atoms it is bonded to, with distances in Å.
CARTESIAN COORDINATES (ANGSTROEM)
1 O -25.382 20.117 -9.201  C29 1.387, C32 1.339
2 O -29.722 18.841 -13.591  C27 1.194
3 O -22.237 12.530 -11.740  C15 1.208
4 O -24.460 16.329 -15.199  C33 1.362, C37 1.335
5 O -28.771 15.201 -8.900  C35 1.350, C38 1.452
6 O -24.575 22.057 -8.140  C29 1.244
7 O -28.282 16.186 -10.909  C35 1.201
8 O -23.954 13.474 -10.494  C15 1.374, C16 1.463
9 O -27.871 19.422 -14.583  C27 1.290, C34 1.401
10 O -25.712 14.767 -16.148  C37 1.234
11 O -29.714 21.572 -6.828  C18 1.430, C46 1.399
12 O -27.559 20.782 -6.542  C46 1.198
13 N -26.163 10.377 -11.319  C28 1.163
14 N -31.256 20.323 -11.059  C20 1.218
15 C -23.033 12.510 -10.832  O3 1.208, O8 1.374, C19 1.531
16 C -24.194 14.624 -11.365  O8 1.463, C42 1.570, H67 1.090, H77 1.090
17 C -29.027 17.607 -9.211  C35 1.533, H62 1.090, H63 1.090, H104 1.090
18 C -29.425 22.299 -8.024  O11 1.430, C39 1.474, H80 1.090, H81 1.090
19 C -23.071 11.338 -9.848  C15 1.531, H61 1.090, H74 1.090, H90 1.090
20 C -32.117 19.624 -11.563  N14 1.218, C26 1.494
21 C -26.069 22.171 -10.125  C29 1.541, H52 1.090, H86 1.090, H89 1.090
22 C -27.665 8.256 -13.910  C43 1.606, H53 1.090, H69 1.090, H71 1.090
23 C -28.490 10.330 -12.580  C28 1.485, C43 1.545, H65 1.090, H91 1.090
24 C -29.669 13.336 -10.146  C38 1.472, H66 1.090, H101 1.090, H102 1.090
25 C -27.046 19.810 -16.779  C34 1.570, H56 1.090, H76 1.090, H85 1.090
26 C -33.200 18.781 -12.152  C20 1.494, C30 1.585, H55 1.090, H57 1.090
27 C -28.609 19.271 -13.536  O2 1.194, O9 1.290, C40 1.522
28 C -27.187 10.326 -11.868  N13 1.163, C23 1.485
29 C -25.233 21.485 -9.027  O1 1.387, O6 1.244, C21 1.541
30 C -32.794 17.256 -12.288  C26 1.585, C44 1.579, H87 1.090, H100 1.090
31 C -25.965 16.355 -13.318  C33 1.552, H84 1.090, H99 1.090, H105 1.090
32 C -24.681 19.342 -8.363  O1 1.339, C41 1.530, H58 1.090, H78 1.090
33 C -25.552 16.960 -14.687  O4 1.362, C31 1.552, H51 1.090, H92 1.090
34 C -28.280 19.355 -15.921  O9 1.401, C25 1.570, H75 1.090, H94 1.090
35 C -28.632 16.232 -9.761  O5 1.350, O7 1.201, C17 1.533
36 C -29.299 19.665 -5.413  C46 1.498, H79 1.090, H82 1.090, H93 1.090
37 C -24.604 15.297 -16.034  O4 1.335, O10 1.234, C45 1.544
38 C -28.567 13.819 -9.297  O5 1.452, C24 1.472, H54 1.090, H83 1.090
39 C -29.163 23.706 -7.672  C18 1.474, H68 1.090, H97 1.090, H107 1.090
40 C -27.854 19.676 -12.278  C27 1.522, H59 1.090, H70 1.090, H73 1.090
41 C -25.497 18.048 -8.352  C32 1.530, H47 1.090, H103 1.090, H108 1.090
42 C -23.345 15.877 -10.945  C16 1.570, H48 1.090, H60 1.090, H72 1.090
43 C -28.542 9.601 -13.942  C22 1.606, C23 1.545, H88 1.090, H98 1.090
44 C -32.240 16.580 -10.972  C30 1.579, H49 1.090, H50 1.090, H64 1.090
45 C -23.323 14.837 -16.765  C37 1.544, H95 1.090, H96 1.090, H106 1.090
46 C -28.727 20.746 -6.278  O11 1.399, O12 1.198, C36 1.498
47 H -26.471 18.020 -7.863  C41 1.090
48 H -23.738 16.403 -10.075  C42 1.090
49 H -32.838 16.628 -10.063  C44 1.090
50 H -32.124 15.504 -11.098  C44 1.090
51 H -25.512 18.048 -14.643  C33 1.090
52 H -25.374 22.507 -10.895  C21 1.090
53 H -26.577 8.307 -13.888  C22 1.090
54 H -27.668 13.855 -9.911  C38 1.090
55 H -33.431 19.227 -13.120  C26 1.090
56 H -26.700 20.776 -16.412  C25 1.090
57 H -33.897 19.075 -11.367  C26 1.090
58 H -24.549 19.722 -7.349  C32 1.090
59 H -28.038 20.749 -12.313  C40 1.090
60 H -23.286 16.660 -11.701  C42 1.090
61 H -22.171 11.445 -9.242  C19 1.090
62 H -28.761 18.477 -9.812  C17 1.090
63 H -30.087 17.357 -9.226  C17 1.090
64 H -31.258 16.968 -10.703  C44 1.090
65 H -28.774 11.380 -12.508  C23 1.090
66 H -29.621 12.249 -10.210  C24 1.090
67 H -25.247 14.861 -11.210  C16 1.090
68 H -29.219 23.900 -6.600  C39 1.090
69 H -27.794 7.689 -14.832  C22 1.090
70 H -26.774 19.530 -12.278  C40 1.090
71 H -27.892 7.607 -13.064  C22 1.090
72 H -22.295 15.615 -10.816  C42 1.090
73 H -28.379 19.094 -11.520  C40 1.090
74 H -23.924 11.355 -9.169  C19 1.090
75 H -28.575 18.313 -16.040  C34 1.090
76 H -27.282 19.830 -17.843  C25 1.090
77 H -24.179 14.376 -12.427  C16 1.090
78 H -23.707 19.212 -8.834  C32 1.090
79 H -30.381 19.790 -5.378  C36 1.090
80 H -30.201 22.238 -8.787  C18 1.090
81 H -28.540 21.894 -8.514  C18 1.090
82 H -29.157 18.674 -5.844  C36 1.090
83 H -28.552 13.163 -8.426  C38 1.090
84 H -25.169 16.702 -12.659  C31 1.090
85 H -26.222 19.118 -16.951  C25 1.090
86 H -26.540 23.090 -9.775  C21 1.090
87 H -32.122 17.141 -13.138  C30 1.090
88 H -28.187 10.260 -14.735  C43 1.090
89 H -26.863 21.552 -10.543  C21 1.090
90 H -23.048 10.481 -10.520  C19 1.090
91 H -29.230 9.849 -11.939  C23 1.090
92 H -26.323 16.906 -15.456  C33 1.090
93 H -28.900 19.808 -4.409  C36 1.090
94 H -29.160 19.980 -16.075  C34 1.090
95 H -22.546 15.599 -16.705  C45 1.090
96 H -23.677 14.678 -17.783  C45 1.090
97 H -28.104 23.932 -7.795  C39 1.090
98 H -29.568 9.335 -14.194  C43 1.090
99 H -26.110 15.281 -13.203  C31 1.090
100 H -33.647 16.711 -12.693  C30 1.090
101 H -30.617 13.706 -9.757  C24 1.090
102 H -29.632 13.870 -11.095  C24 1.090
103 H -24.860 17.204 -8.085  C41 1.090
104 H -28.667 17.650 -8.183  C17 1.090
105 H -26.701 16.897 -12.725  C31 1.090
106 H -22.860 13.942 -16.350  C45 1.090
107 H -29.896 24.395 -8.090  C39 1.090
108 H -25.718 17.729 -9.371  C41 1.090

Computed properties:
SMILES: CCOC(C)=O.CCOC(C)=O.CCOC(C)=O.CCOC(C)=O.CCOC(C)=O.CCOC(C)=O.CCCC#N.CCCC#N
Kohn-Sham gap, eV: 10.48
Energy relative to the best compared isomer or geometry (same formula, charge and spin), kcal/mol: 18.3
Net charge: 0
HOMO energy, eV: -9.950

Atomic partial charges in e from the Mulliken method, atoms 1 to 99: O -0.02; O -0.58; O -0.56; O -0.44; O -0.46; O -0.62; O -0.45; O -0.30; O -0.22; O -0.59; O -0.42; O -0.51; N -0.44; N -0.53; C 0.72; C 0.51; C -0.51; C 0.67; C -1.02; C 0.28; C -0.64; C -1.21; C -0.31; C -1.09; C -1.11; C -0.48; C 0.10; C 0.26; C 0.65; C -0.52; C -0.18; C -0.40; C -0.57; C -0.42; C 0.96; C -0.93; C 0.79; C 0.06; C -1.36; C -0.22; C -0.76; C -1.08; C -0.41; C -0.65; C -1.07; C 0.72; H 0.14; H 0.08; H 0.44; H 0.31; H 0.39; H 0.34; H 0.35; H 0.02; H 0.35; H 0.27; H 0.33; H 0.34; H 0.62; H 0.37; H 0.36; H -0.23; H 0.57; H -0.23; H 0.23; H 0.38; H -0.32; H 0.37; H 0.37; H 0.44; H 0.33; H 0.43; H -0.46; H 0.23; H 0.32; H 0.41; H 0.34; H 0.33; H 0.31; H 0.32; H -0.38; H 0.21; H 0.39; H -0.27; H 0.23; H 0.35; H 0.25; H 0.28; H -0.22; H 0.28; H 0.28; H 0.34; H 0.31; H 0.45; H 0.29; H 0.33; H 0.33; H 0.29; H 0.73

Record 2
C32H62O17S7 | wB97M-V/def2-TZVPD

Each atom is followed by the atoms it is bonded to, with distances in Å.
CARTESIAN COORDINATES (ANGSTROEM)
1 S -26.137 19.990 -5.054  O13 1.466, O24 1.447, C29 1.787, C52 1.745
2 S -27.820 20.270 -1.193  O15 1.379, O21 1.490, C37 1.797, C47 1.777
3 S -19.750 20.985 -1.634  O8 1.434, O12 1.464, C28 1.795, C55 1.795
4 S -24.012 24.004 -1.810  O10 1.439, O20 1.464, C27 1.700, C53 1.778
5 S -29.635 24.645 -0.449  O9 1.438, O16 1.422, C36 1.843, C54 1.802
6 S -24.563 27.325 0.743  O19 1.435, O22 1.407, C32 1.728, C41 1.783
7 S -21.707 15.321 -1.555  O17 1.399, O23 1.373, C31 1.765, C35 1.731
8 O -20.664 21.053 -0.532  S3 1.434
9 O -29.206 23.425 0.179  S5 1.438
10 O -23.101 25.046 -1.415  S4 1.439
11 O -19.979 23.893 1.084  C51 1.238
12 O -20.038 20.297 -2.894  S3 1.464
13 O -24.672 20.028 -5.065  S1 1.466
14 O -20.940 22.802 2.823  C42 1.337, C51 1.290
15 O -27.196 21.409 -1.653  S2 1.379
16 O -30.840 25.213 0.049  S5 1.422
17 O -20.571 15.142 -2.352  S7 1.399
18 O -22.168 24.077 1.678  C50 1.452, C51 1.331
19 O -25.288 27.593 -0.466  S6 1.435
20 O -25.106 24.517 -2.637  S4 1.464
21 O -29.104 19.759 -1.751  S2 1.490
22 O -24.851 26.149 1.459  S6 1.407
23 O -22.256 14.371 -0.729  S7 1.373
24 O -26.804 18.891 -4.389  S1 1.447
25 C -27.101 22.242 -6.058  C30 1.587, C52 1.545, H64 1.248, H108 1.083
26 C -23.962 29.794 1.705  C41 1.618, C46 1.534, H62 1.153, H67 1.187
27 C -24.632 23.235 -0.427  S4 1.700, C34 1.630, H68 1.196, H92 1.019
28 C -18.129 20.637 -0.947  S3 1.795, C49 1.592, H58 1.033, H93 1.074
29 C -26.599 19.979 -6.780  S1 1.787, C30 1.474, H91 1.065, H109 0.986
30 C -27.550 21.075 -7.035  C25 1.587, C29 1.474, H59 1.168, H81 1.051
31 C -21.415 16.852 -0.725  S7 1.765, C44 1.583, H86 1.090, H117 1.081
32 C -22.895 27.772 0.701  S6 1.728, C46 1.484, H65 1.220, H102 0.932
33 C -26.435 18.351 0.087  C43 1.547, C47 1.450, H69 1.070, H98 1.239
34 C -23.809 21.827 -0.454  C27 1.630, C56 1.514, H110 0.864, H116 1.146
35 C -22.818 15.991 -2.700  S7 1.731, C40 1.572, H70 1.083, H96 1.104
36 C -28.102 25.663 -0.340  S5 1.843, C39 1.605, H76 1.066, H114 1.110
37 C -28.087 20.150 0.580  S2 1.797, C43 1.519, H63 1.001, H106 1.269
38 C -28.456 25.178 -2.691  C39 1.484, C54 1.652, H60 1.147, H71 0.996
39 C -28.199 26.333 -1.795  C36 1.605, C38 1.484, H100 1.048, H111 0.994
40 C -23.377 17.354 -2.152  C35 1.572, C44 1.539, H90 1.086, H104 1.141
41 C -25.054 28.613 1.874  S6 1.783, C26 1.618, H97 1.081, H101 1.064
42 C -22.122 22.691 3.439  O14 1.337, C48 1.552, C50 1.507, H73 0.965
43 C -26.851 19.440 1.104  C33 1.547, C37 1.519, H85 1.000, H113 0.976
44 C -22.130 18.011 -1.534  C31 1.583, C40 1.539, H72 1.277, H115 0.998
45 C -17.821 22.830 -1.845  C49 1.568, C55 1.514, H61 1.146, H79 1.073
46 C -22.895 29.256 0.744  C26 1.534, C32 1.484, H87 1.108, H89 1.143
47 C -26.737 18.861 -1.236  S2 1.777, C33 1.450, H75 1.124, H94 1.069
48 C -21.781 22.610 4.950  C42 1.552, H83 1.058, H84 1.263, H95 1.068
49 C -17.255 21.382 -2.049  C28 1.592, C45 1.568, H66 1.073, H77 1.073
50 C -22.813 23.945 2.972  O18 1.452, C42 1.507, H57 1.087, H107 1.127
51 C -20.948 23.553 1.774  O11 1.238, O14 1.290, O18 1.331
52 C -26.833 21.552 -4.702  S1 1.745, C25 1.545, H99 1.136, H105 0.943
53 C -23.238 22.666 -2.689  S4 1.778, C56 1.500, H80 1.104, H88 1.161
54 C -29.872 24.466 -2.225  S5 1.802, C38 1.652, H78 1.151, H103 0.979
55 C -19.305 22.661 -2.096  S3 1.795, C45 1.514, H82 1.271, H112 1.139
56 C -23.732 21.474 -1.924  C34 1.514, C53 1.500, H74 1.059, H118 1.003
57 H -22.824 24.883 3.522  C50 1.087
58 H -18.115 19.610 -0.837  C28 1.033
59 H -27.330 21.527 -8.089  C30 1.168
60 H -28.877 25.658 -3.644  C38 1.147
61 H -17.345 23.627 -2.517  C45 1.146
62 H -23.480 30.063 2.718  C26 1.153
63 H -28.089 21.082 0.942  C37 1.001
64 H -26.067 22.836 -6.428  C25 1.248
65 H -22.609 27.084 -0.265  C32 1.220
66 H -16.199 21.441 -1.866  C49 1.073
67 H -24.515 30.819 1.481  C26 1.187
68 H -25.780 23.307 -0.753  C27 1.196
69 H -26.923 17.400 0.151  C33 1.070
70 H -22.097 16.205 -3.479  C35 1.083
71 H -27.713 24.525 -2.808  C38 0.996
72 H -21.451 18.274 -2.583  C44 1.277
73 H -22.625 21.869 3.376  C42 0.965
74 H -22.964 20.752 -2.024  C56 1.059
75 H -25.767 19.080 -1.759  C47 1.124
76 H -28.182 26.382 0.443  C36 1.066
77 H -17.189 20.885 -2.998  C49 1.073
78 H -29.733 23.351 -2.475  C54 1.151
79 H -17.744 23.276 -0.873  C45 1.073
80 H -22.136 22.708 -2.731  C53 1.104
81 H -28.432 20.518 -6.912  C30 1.051
82 H -19.976 23.597 -1.558  C55 1.271
83 H -21.382 23.313 5.633  C48 1.058
84 H -21.136 21.530 5.063  C48 1.263
85 H -26.761 19.353 2.096  C43 1.000
86 H -21.692 16.600 0.298  C31 1.090
87 H -23.209 29.738 -0.203  C46 1.108
88 H -23.642 22.853 -3.760  C53 1.161
89 H -21.914 29.734 1.083  C46 1.143
90 H -23.519 18.095 -2.933  C40 1.086
91 H -25.673 20.089 -7.293  C29 1.065
92 H -24.378 23.675 0.457  C27 1.019
93 H -18.139 21.100 0.022  C28 1.074
94 H -27.049 18.201 -2.016  C47 1.069
95 H -22.685 22.404 5.481  C48 1.068
96 H -23.612 15.270 -2.961  C35 1.104
97 H -25.986 29.114 1.650  C41 1.081
98 H -25.215 18.209 0.248  C33 1.239
99 H -26.050 22.103 -4.092  C52 1.136
100 H -28.907 27.101 -1.719  C39 1.048
101 H -24.997 28.292 2.887  C41 1.064
102 H -22.433 27.435 1.438  C32 0.932
103 H -30.671 24.931 -2.548  C54 0.979
104 H -24.146 17.169 -1.329  C40 1.141
105 H -27.599 21.268 -4.231  C52 0.943
106 H -29.113 19.490 0.931  C37 1.269
107 H -23.920 23.860 2.776  C50 1.127
108 H -27.785 23.072 -5.927  C25 1.083
109 H -26.820 19.065 -7.079  C29 0.986
110 H -24.233 21.250 0.030  C34 0.864
111 H -27.318 26.725 -2.040  C39 0.994
112 H -19.309 22.646 -3.235  C55 1.139
113 H -26.217 20.092 0.749  C43 0.976
114 H -27.281 24.924 -0.243  C36 1.110
115 H -22.274 18.781 -0.916  C44 0.998
116 H -22.730 22.055 -0.142  C34 1.146
117 H -20.346 16.983 -0.639  C31 1.081
118 H -24.631 21.328 -2.345  C56 1.003

Computed properties:
SMILES: C[C@H]1COC(=O)O1.O=S1(=O)CCCC1.O=S1(=O)CCCC1.O=S1(=O)CCCC1.O=S1(=O)CCCC1.O=S1(=O)CCCC1.O=S1(=O)CCCC1.O=S1(=O)CCCC1
Kohn-Sham gap, eV: 9.60
Energy relative to the best compared isomer or geometry (same formula, charge and spin), kcal/mol: 342.1
Net charge: 0
HOMO energy, eV: -9.505

Atomic partial charges in e from the Mulliken method, atoms 1 to 99: S 1.52; S 1.10; S 1.25; S 1.39; S 1.10; S 1.49; S 1.22; O -0.51; O -0.58; O -0.67; O -0.65; O -0.79; O -0.72; O -0.32; O -0.23; O -0.76; O -0.67; O 0.20; O -0.70; O -0.76; O -0.89; O -0.78; O -0.68; O -0.71; C -0.68; C -0.53; C 1.16; C -0.96; C -1.39; C -0.49; C -1.04; C -0.71; C 0.06; C -0.96; C -1.01; C -0.27; C -0.84; C -0.27; C -0.92; C 0.25; C -0.87; C 0.45; C -1.01; C -0.54; C -0.64; C -0.58; C -0.46; C -1.72; C -0.74; C -0.49; C 0.39; C -0.18; C -0.59; C -0.81; C -0.48; C 1.63; H 0.37; H 0.57; H 0.30; H 0.32; H 0.33; H 0.24; H 0.62; H 0.26; H 0.23; H 0.42; H 0.25; H -0.93; H 0.41; H 0.50; H 0.07; H 0.06; H 0.52; H -0.20; H -0.34; H 0.58; H 0.35; H 0.20; H 0.34; H -0.23; H 0.34; H 0.04; H 0.44; H 0.25; H 0.73; H 0.38; H 0.24; H 0.40; H 0.36; H 0.07; H 0.40; H -0.05; H 0.36; H 0.84; H 0.47; H 0.46; H 0.37; H 0.00; H -0.54

| no. | strongest force on any atom (eV/Å) |
| --- | --- |
| 1 | 6.927 |
| 2 | 16.234 |